3 unconnected molecules or ions with the total composition C3H9NO2 at a distorted geometry. Source: the OMol25 dataset; level of theory: the ωB97M-V functional and the def2-TZVPD basis.

Each atom is followed by the atoms it is bonded to, with distances in Å.
Cartesian coordinates (Å):
1 C 0.04211 -0.87699 -0.64389  C2 1.499, N5 1.377, H6 1.135, H7 1.095
2 C 0.09633 0.56860 -1.03567  C1 1.499, C3 1.347, H8 1.083
3 C 1.28968 1.19289 -1.05152  C2 1.347, H9 1.081, H10 1.089
4 O -2.00656 0.74728 0.56282  H13 0.967
5 N 1.14376 -1.36108 0.02613  C1 1.377, H12 1.020
6 H -0.79169 -0.93991 0.12286  C1 1.135
7 H -0.30822 -1.46798 -1.49618  C1 1.095
8 H -0.80926 1.14223 -1.18860  C2 1.083
9 H 2.18225 0.66990 -0.73921  C3 1.081
10 H 1.37761 2.22591 -1.38632  C3 1.089
11 H 0.44958 -0.46505 1.97758  O15 0.954
12 H 1.51781 -2.14338 -0.51048  N5 1.020
13 H -2.76948 1.09967 1.04137  O4 0.967
14 H -1.06302 -0.05522 1.84013  O15 0.999
15 O -0.35091 -0.33687 2.48099  H11 0.954, H14 0.999

Its total charge is 0. Its total energy is -324.67036 Eh. The value obtained for the energy above the lowest of the compared OMol25 structures with the same formula, charge and spin is 793.6 kJ/mol.

---

2 unconnected molecules or ions with the total composition C3H9NO2. Source: the OMol25 dataset; level of theory: the ωB97M-V functional and the def2-TZVPD basis.

Each atom is followed by the atoms it is bonded to, with distances in Å.
Cartesian coordinates (Å):
1 O -1.56934 -1.86507 0.48361  C2 1.197
2 C -0.95451 -0.87218 0.74524  O1 1.197, C3 1.501, H6 1.109
3 C 0.24302 -0.38525 -0.01689  C2 1.501, C4 1.520, N5 1.442, H7 1.091
4 C 1.43027 -0.44901 0.92952  C3 1.520, H8 1.082, H9 1.096, H10 1.085
5 N 0.50500 -1.07881 -1.25421  C3 1.442, H11 1.010, H12 1.025
6 H -1.23770 -0.22842 1.60309  C2 1.109
7 H 0.11473 0.67819 -0.22436  C3 1.091
8 H 2.28827 0.02967 0.47729  C4 1.082
9 H 1.68068 -1.49951 1.11653  C4 1.096
10 H 1.15497 0.00837 1.87441  C4 1.085
11 H 1.08871 -1.89051 -1.11364  N5 1.010
12 H -0.37108 -1.44445 -1.64136  N5 1.025
13 H -1.38106 3.30912 -0.27088  O15 0.967
14 H -1.66847 3.05644 -1.75029  O15 0.963
15 O -1.32350 2.63142 -0.95806  H13 0.967, H14 0.963

Its total charge is 0. Its total energy is -324.92306 Eh. The value obtained for the energy above the lowest of the compared OMol25 structures with the same formula, charge and spin is 130.1 kJ/mol. As for the SMILES: C[C@@H](N)C=O.O.

---

2 unconnected molecules or ions with the total composition C3H9NO2 at a distorted geometry. Source: the OMol25 dataset; level of theory: the ωB97M-V functional and the def2-TZVPD basis.

Each atom is followed by the atoms it is bonded to, with distances in Å.
Cartesian coordinates (Å):
1 C 2.14207 -1.64451 0.62429  N2 1.459, H6 1.089, H7 1.091, H8 1.093
2 N 2.18796 -0.18850 0.53708  C1 1.459, H4 1.016, H5 1.017
3 H -0.20225 2.35572 -1.19186  O12 0.972
4 H 2.24971 0.15098 -0.41899  N2 1.016
5 H 1.34989 0.20461 0.95825  N2 1.017
6 H 2.15314 -1.86041 1.69141  C1 1.089
7 H 3.05734 -2.06296 0.20196  C1 1.091
8 H 1.27885 -2.11095 0.14261  C1 1.093
9 C -2.63534 0.49981 -0.40925  C10 1.492, H13 1.084, H14 1.096, H15 1.082
10 C -1.25296 1.04116 -0.25907  C9 1.492, O11 1.199, O12 1.359
11 O -0.61484 1.07593 0.75539  C10 1.199
12 O -0.80117 1.61940 -1.40304  H3 0.972, C10 1.359
13 H -3.09300 0.48201 0.57322  C9 1.084
14 H -2.56875 -0.56558 -0.65945  C9 1.096
15 H -3.25065 1.00328 -1.14256  C9 1.082

Its total charge is 0. Its total energy is -324.93997 Eh. The value obtained for the energy above the lowest of the compared OMol25 structures with the same formula, charge and spin is 85.7 kJ/mol. As for the SMILES: CC(=O)O.CN.

---

Look up the total charge of the third one.
0

---

What is the total charge in the first record?
0

---

Please write out number 1 again, unchanged.
3 unconnected molecules or ions with the total composition C3H9NO2 at a distorted geometry. Source: the OMol25 dataset; level of theory: the ωB97M-V functional and the def2-TZVPD basis.

Each atom is followed by the atoms it is bonded to, with distances in Å.
Cartesian coordinates (Å):
1 C 0.04211 -0.87699 -0.64389  C2 1.499, N5 1.377, H6 1.135, H7 1.095
2 C 0.09633 0.56860 -1.03567  C1 1.499, C3 1.347, H8 1.083
3 C 1.28968 1.19289 -1.05152  C2 1.347, H9 1.081, H10 1.089
4 O -2.00656 0.74728 0.56282  H13 0.967
5 N 1.14376 -1.36108 0.02613  C1 1.377, H12 1.020
6 H -0.79169 -0.93991 0.12286  C1 1.135
7 H -0.30822 -1.46798 -1.49618  C1 1.095
8 H -0.80926 1.14223 -1.18860  C2 1.083
9 H 2.18225 0.66990 -0.73921  C3 1.081
10 H 1.37761 2.22591 -1.38632  C3 1.089
11 H 0.44958 -0.46505 1.97758  O15 0.954
12 H 1.51781 -2.14338 -0.51048  N5 1.020
13 H -2.76948 1.09967 1.04137  O4 0.967
14 H -1.06302 -0.05522 1.84013  O15 0.999
15 O -0.35091 -0.33687 2.48099  H11 0.954, H14 0.999

Its total charge is 0. Its total energy is -324.67036 Eh. The value obtained for the energy above the lowest of the compared OMol25 structures with the same formula, charge and spin is 793.6 kJ/mol.